ORCA calculation (ωB97M-V with the def2-TZVPD basis set) on C33H41CoGeIN2O2S2 as an isolated structure.

* F_max: 0.0378 hartree/bohr
* spin multiplicity: 5
* expectation value of S²: 6.11
* HOMO energy (alpha / beta): -15.16 / -15.16 eV
* charge: +3
* lowest unoccupied orbital energy (alpha / beta): -9.662 / -12.335 eV

Each line ends with the Mulliken spin population.
CARTESIAN COORDINATES (ANGSTROEM)
Co 1.06652 -1.40517 -0.97421  2.13
S 1.66652 -1.64657 1.19519  -0.05
C 1.36722 -0.13157 1.89509  0.01
N 1.47602 0.09553 3.19449  0.01
C 1.28812 1.45763 3.66199  0.00
C 1.94872 2.43093 2.69319  0.00
N 1.44052 2.21013 1.35569  0.02
C 1.45842 3.32333 0.43249  0.00
C 0.27722 4.24933 0.60159  0.00
C -1.02288 3.77883 0.40069  0.00
C -2.09678 4.64323 0.47189  0.00
C -1.88128 5.98303 0.76809  0.00
C -0.58948 6.45293 0.98439  0.00
C 0.48732 5.58633 0.91419  0.00
C 1.03352 1.00083 1.01419  -0.01
S 0.12942 0.72253 -0.38311  0.13
C 1.63482 -0.94167 4.19669  0.00
C 2.91222 -0.83557 5.00179  0.00
C 4.14092 -1.13967 4.40859  0.00
C 5.29532 -1.17537 5.17329  0.00
C 5.23562 -0.88867 6.53199  0.00
C 4.01692 -0.56427 7.12389  0.00
C 2.86132 -0.52717 6.35809  0.00
H 1.74532 1.55723 4.64609  0.00
H 0.21762 1.68333 3.75699  0.00
H 3.03872 2.30983 2.69249  0.00
H 1.71532 3.45863 2.98019  0.00
H 1.46222 2.91953 -0.58421  0.00
H 2.38942 3.87483 0.59039  0.00
H -1.18518 2.73723 0.16359  0.01
H -3.09778 4.27933 0.29419  0.00
H -2.71768 6.66033 0.82799  0.00
H -0.41798 7.49433 1.20449  0.00
H 1.49042 5.95453 1.07239  0.00
H 1.60892 -1.91107 3.69489  0.00
H 0.78422 -0.86787 4.88169  0.00
H 4.18172 -1.37217 3.35419  0.00
H 6.23572 -1.44117 4.71509  0.00
H 6.13322 -0.91837 7.12949  0.00
H 3.96462 -0.35487 8.18099  0.00
H 1.91662 -0.28587 6.82409  0.00
I 4.49742 2.34133 -7.97461  0.78
C 3.64822 1.36353 -6.29771  0.06
C 4.35742 1.31383 -5.09681  0.05
C 3.80472 0.66303 -4.01281  -0.04
C 2.53882 0.07143 -4.10771  0.10
C 1.83932 0.12293 -5.31771  -0.03
C 2.39062 0.76833 -6.40761  0.06
C 1.96362 -0.55847 -2.91741  -0.04
O 2.50402 -0.43757 -1.78231  0.03
O 0.86072 -1.21407 -2.90711  -0.06
H 5.32522 1.78353 -5.01331  0.00
H 4.34352 0.60223 -3.08011  0.00
H 0.86272 -0.33327 -5.38771  0.00
H 1.85042 0.80383 -7.34011  0.00
C -5.75658 -4.91447 -1.75601  0.00
C -4.36838 -4.77177 -2.35781  0.00
C -3.25678 -4.92067 -1.32251  0.02
C -1.85528 -4.74947 -1.85331  0.19
Ge -1.38728 -2.89137 -2.85961  0.65
C -2.53068 -1.17607 -2.42251  0.14
C -3.12008 -1.16167 -1.02661  0.01
C -4.06548 0.05383 -0.87791  0.02
C -5.40308 -0.15687 -1.56601  0.00
H -6.51818 -4.71977 -2.50731  0.00
H -5.90148 -4.22747 -0.92361  0.00
H -5.92198 -5.92517 -1.38211  0.00
H -4.27338 -3.78177 -2.83091  0.00
H -4.24568 -5.51367 -3.15041  0.01
H -3.32028 -5.94617 -0.93011  0.03
H -3.43878 -4.26117 -0.46991  0.00
H -1.60798 -5.52027 -2.58881  0.00
H -1.11008 -4.76277 -1.05241  0.00
H -0.04108 -2.29957 -0.75851  -0.17
H -3.31548 -1.16077 -3.18371  0.00
H -1.86608 -0.32217 -2.58211  -0.02
H -2.32668 -1.10277 -0.27491  0.00
H -3.70388 -2.06457 -0.84051  -0.01
H -3.57858 0.94673 -1.27321  0.00
H -4.23478 0.20633 0.19039  0.00
H -5.30738 -0.16037 -2.64791  0.00
H -6.08808 0.64763 -1.30871  0.00
H -5.85468 -1.09137 -1.24531  0.00